A | {"formula": "C4H12O2", "method": "wB97M-V/def2-TZVPD", "elements": ["C", "C", "C", "C", "O", "H", "H", "H", "H", "H", "H", "H", "H", "H", "H", "O", "H", "H"], "xyz": [[-0.6029, -0.3646, -0.4176], [0.6108, 0.4382, -0.8231], [1.7419, 0.4330, 0.2279], [2.9087, 1.3454, -0.1436], [1.2262, 0.5981, 1.5415], [-1.2255, -0.5461, -1.3102], [-0.3601, -1.3525, -0.0100], [-1.1061, 0.2151, 0.3583], [0.2135, 1.4244, -1.0536], [1.0653, 0.1903, -1.7834], [1.9976, -0.6436, 0.2456], [3.4039, 1.2863, 0.8270], [2.6024, 2.3631, -0.4153], [3.4153, 0.7948, -0.9550], [0.9540, 1.5037, 1.7040], [-5.6173, -2.5146, 0.2718], [-4.9392, -2.2536, 0.9066], [-6.2887, -2.9175, 0.8292]], "nbo_charge": [-0.606, -0.423, 0.110, -0.649, -0.728, 0.210, 0.202, 0.210, 0.187, 0.200, 0.169, 0.227, 0.209, 0.221, 0.460, -0.933, 0.467, 0.466], "gap_ev": 11.0, "charge": 0, "smiles": "CC[C@@H](C)O.O"}



B | {"formula": "C4H12O2", "method": "wB97M-V/def2-TZVPD", "elements": ["C", "C", "O", "H", "H", "H", "H", "H", "H", "C", "C", "O", "H", "H", "H", "H", "H", "H"], "xyz": [[-0.4379, 1.6424, 2.3232], [-0.4515, 2.5627, 1.0953], [-0.9583, 1.8524, -0.0377], [0.4214, 1.9456, 2.9269], [-1.2196, 1.9121, 3.0419], [-0.5628, 0.5619, 2.1771], [0.5507, 2.8777, 0.8671], [-1.1210, 3.4439, 1.2093], [-1.7630, 1.3822, 0.1823], [1.4125, -2.4936, -1.8352], [-0.0528, -2.0375, -1.5162], [-0.1065, -1.2285, -0.3488], [2.0770, -2.1627, -1.0360], [1.4012, -3.5753, -1.9536], [1.6799, -1.9522, -2.7405], [-0.5993, -2.9737, -1.4394], [-0.4369, -1.4387, -2.3343], [0.1670, -0.3187, -0.5815]], "nbo_charge": [-0.665, -0.059, -0.742, 0.215, 0.206, 0.236, 0.177, 0.164, 0.470, -0.644, -0.059, -0.737, 0.220, 0.207, 0.203, 0.170, 0.156, 0.482], "gap_ev": 10.9, "charge": 0, "smiles": "CCO.CCO"}



Which structure is the most stable? The one labeled A.



A | {"formula": "C4H12O2", "method": "wB97M-V/def2-TZVPD", "elements": ["C", "C", "O", "H", "H", "H", "H", "H", "H", "C", "C", "O", "H", "H", "H", "H", "H", "H"], "xyz": [[-2.9971, -2.2393, -2.3336], [-2.3362, -0.8390, -2.1885], [-2.6436, -0.1019, -1.1155], [-2.3007, -3.0985, -2.1228], [-3.3371, -2.2922, -3.3636], [-3.8524, -2.3501, -1.5730], [-1.2962, -1.0198, -2.2367], [-2.6315, -0.2589, -3.1388], [-2.6608, -0.7661, -0.3610], [3.3774, 2.1721, 2.0006], [2.3485, 1.1645, 2.2988], [1.4082, 0.6852, 1.2413], [4.4261, 1.8429, 2.1158], [3.2515, 3.2060, 2.4132], [3.2412, 2.4346, 0.9541], [2.7715, 0.1771, 2.7920], [1.7508, 1.5655, 3.2138], [1.4804, -0.2823, 1.4041]], "nbo_charge": [-0.652, -0.048, -0.688, 0.204, 0.220, 0.204, 0.144, 0.156, 0.459, -0.673, -0.077, -0.721, 0.222, 0.221, 0.236, 0.158, 0.166, 0.468], "gap_ev": 10.7, "charge": 0, "smiles": "CCO.CCO"}



B | {"formula": "C4H12O2", "method": "wB97M-V/def2-TZVPD", "elements": ["C", "C", "C", "C", "H", "H", "H", "H", "H", "H", "H", "H", "O", "H", "H", "O", "H", "H"], "xyz": [[-1.3140, -0.8434, -2.3193], [-0.6366, -0.0146, -1.2762], [-1.1853, 0.3913, -0.1397], [-0.6386, 1.3812, 0.8508], [-0.6090, -1.5591, -2.7552], [-2.1886, -1.3677, -1.9314], [-1.6509, -0.1949, -3.1316], [0.4200, 0.2064, -1.4292], [-2.2257, 0.1117, 0.0249], [0.1060, 2.0172, 0.3760], [-1.4550, 1.9427, 1.2920], [-0.0991, 0.9030, 1.6695], [1.3282, -1.3856, 0.9016], [0.5445, -1.0694, 0.4269], [1.3823, -2.3204, 0.6829], [2.8221, 0.8975, 2.0091], [2.2960, 0.1015, 1.8234], [3.1037, 0.8026, 2.9253]], "nbo_charge": [-0.642, -0.207, -0.196, -0.655, 0.215, 0.214, 0.222, 0.198, 0.187, 0.226, 0.220, 0.228, -0.973, 0.491, 0.479, -0.961, 0.493, 0.462], "gap_ev": 10.3, "charge": 0, "smiles": "C/C=C/C.O.O"}



C | {"formula": "C4H12O2", "method": "wB97M-V/def2-TZVPD", "elements": ["C", "C", "C", "C", "H", "H", "H", "H", "H", "H", "H", "H", "O", "H", "H", "O", "H", "H"], "xyz": [[1.6534, 1.3606, -0.4780], [0.5878, 0.9813, 0.5340], [0.7281, -0.0001, 1.4111], [-0.2785, -0.4628, 2.4175], [1.0994, 1.7534, -1.3385], [2.2498, 2.2259, -0.1750], [2.3202, 0.5621, -0.7912], [-0.2648, 1.6228, 0.3696], [1.7271, -0.4037, 1.5710], [-0.1834, 0.0480, 3.3790], [-1.2819, -0.2648, 2.0350], [-0.1563, -1.5251, 2.6300], [0.2494, -3.2931, -2.3414], [-0.0560, -3.6086, -3.1949], [0.9132, -2.6431, -2.5872], [-2.4685, 1.7231, -0.8210], [-2.7915, 0.9621, -0.3386], [-2.2210, 2.4207, -0.2051]], "nbo_charge": [-0.643, -0.179, -0.189, -0.639, 0.213, 0.211, 0.211, 0.187, 0.188, 0.215, 0.204, 0.217, -0.931, 0.465, 0.466, -0.942, 0.476, 0.471], "gap_ev": 9.9, "charge": 0, "smiles": "C/C=C/C.O.O"}



D | {"formula": "C4H12O2", "method": "wB97M-V/def2-TZVPD", "elements": ["C", "O", "C", "H", "H", "H", "H", "H", "H", "C", "O", "C", "H", "H", "H", "H", "H", "H"], "xyz": [[0.1957, -2.0310, -0.2892], [0.1757, -1.5269, -1.6204], [-1.1015, -1.6097, -2.1578], [1.1163, -1.6818, 0.2078], [0.1808, -3.1337, -0.2677], [-0.6736, -1.6563, 0.2769], [-1.2543, -2.5723, -2.6741], [-1.1425, -0.7993, -2.9049], [-1.9220, -1.4639, -1.4352], [0.2477, 2.3103, 0.1794], [-0.1622, 1.3322, 1.0899], [0.6893, 1.2736, 2.1883], [-0.1138, 2.1114, -0.8435], [1.3428, 2.4379, 0.1469], [-0.2056, 3.2505, 0.5361], [1.7791, 1.3137, 2.0226], [0.4465, 0.3298, 2.7048], [0.4015, 2.1156, 2.8402]], "nbo_charge": [-0.252, -0.541, -0.249, 0.189, 0.163, 0.172, 0.164, 0.186, 0.167, -0.251, -0.542, -0.252, 0.193, 0.167, 0.164, 0.169, 0.190, 0.163], "gap_ev": 10.7, "charge": 0, "smiles": "COC.COC"}



Which structure is the most stable? The one labeled B.



A | {"formula": "C4H6N3", "method": "wB97M-V/def2-TZVPD", "elements": ["C", "C", "C", "C", "N", "N", "N", "H", "H", "H", "H", "H", "H"], "xyz": [[-2.3644, -0.4488, 0.0733], [-1.2398, -1.1633, -0.0207], [1.1525, -0.3076, -0.0670], [1.9298, 0.8923, 0.0035], [-2.0571, 0.8691, -0.0352], [-0.8512, 1.0354, -0.0214], [-0.1799, -0.2418, -0.0944], [-3.4320, -0.9496, 0.0443], [-1.1667, -2.2299, -0.2362], [1.8126, -1.2245, 0.0021], [2.7960, 0.9543, -0.6549], [1.1934, 1.7469, 0.0465], [2.4068, 1.0676, 0.9601]], "lowdin_spin": [0.112, 0.186, 0.416, 0.093, 0.538, 0.481, 0.104, -0.004, 0.005, 0.019, 0.016, 0.008, 0.027], "gap_ev": [8.4, 6.8], "multiplicity": 3, "charge": 1}



B | {"formula": "C4H6N3", "method": "wB97M-V/def2-TZVPD", "elements": ["C", "C", "C", "C", "N", "N", "N", "H", "H", "H", "H", "H", "H"], "xyz": [[-0.6353, -0.0310, 0.3026], [1.8306, -0.0928, -0.0649], [-1.9560, -0.7991, -0.0829], [-2.1747, 0.6546, -0.1399], [0.6395, 0.0686, -0.2091], [4.1926, -0.0237, 0.0594], [2.9791, 0.0070, 0.0899], [-0.6929, -0.1279, 1.4345], [-1.7229, -1.4196, -0.9354], [-2.4660, -1.1553, 0.8057], [-2.5469, 1.3306, 0.6081], [-2.1561, 1.1706, -1.1127], [4.7090, 0.4179, -0.7552]], "lowdin_spin": [0.119, 0.063, 0.072, 0.139, 0.423, 0.760, 0.330, 0.018, 0.003, 0.008, 0.007, 0.004, 0.054], "gap_ev": [10.3, 6.3], "multiplicity": 3, "charge": 1}



C | {"formula": "C4H6N3", "method": "wB97M-V/def2-TZVPD", "elements": ["C", "C", "C", "C", "N", "N", "N", "H", "H", "H", "H", "H", "H"], "xyz": [[-0.3063, -2.1832, -0.0959], [-0.6249, -1.2446, 1.0268], [0.1614, 0.0332, -1.2329], [0.3435, 2.0516, 0.1523], [0.0318, -1.8533, -1.2692], [0.1146, 0.5996, -0.1134], [-0.4494, -0.0168, 0.9591], [-0.2502, -3.2569, -0.0461], [-1.1256, -1.6148, 1.8870], [0.7560, 0.2947, -2.1424], [-0.4864, 2.5541, 0.7482], [1.2318, 1.9681, 0.8328], [0.6037, 2.6683, -0.7063]], "lowdin_spin": [0.116, 0.183, 0.625, 0.027, 0.735, 0.180, 0.040, 0.039, 0.013, 0.034, 0.002, 0.006, 0.002], "gap_ev": [7.0, 7.2], "multiplicity": 3, "charge": 1}



Which structure is the most stable? The one labeled A.